Record 1
# C3H7O2P

A 2-piece molecular cluster, C3H7O2P overall in a non-equilibrium geometry (the ωB97M-V functional and the def2-TZVPD basis, OMol25).

```
13
Properties=species:S:1:pos:R:3
H -1.08 1.74 0.06
H 0.72 2.17 -0.24
O 0.36 -1.32 -0.41
H 0.06 2.32 1.42
C -0.12 1.88 0.48
H -1.79 -1.61 -0.41
H 2.92 0.57 1.44
C -0.72 -2.10 -0.80
C 2.41 -0.09 0.53
H -0.77 -2.05 -1.85
P 0.69 -0.59 0.93
O 2.91 -0.36 -0.52
H -0.57 -3.07 -0.27
```

total charge = 0
frontier orbital gap (spin up / spin down) = 7.96 / 7.96 eV
spin multiplicity = 1

Per-atom Löwdin charges, elementary charge units: H -0.039; H 0.016; O -0.524; H -0.040; C -0.037; H 0.134; H 0.114; C -0.149; C -0.535; H 0.062; P 0.933; O -0.025; H 0.090

Record 2
# C3H7O2Yb

C3H7O2Yb as an isolated structure in a non-equilibrium geometry (the ωB97M-V functional and the def2-TZVPD basis, OMol25).

```
13
Properties=species:S:1:pos:R:3
H -2.14 -0.09 0.91
C -1.79 0.23 -0.08
H -2.10 1.26 -0.27
H -2.19 -0.43 -0.86
Yb 1.08 2.02 -0.43
H -0.12 -1.79 -0.66
H -0.07 -1.48 1.09
C 0.21 -1.06 0.10
O 2.21 0.15 -0.23
H 1.30 3.76 0.33
C 1.69 -0.93 0.04
O -0.36 0.20 -0.11
H 2.30 -1.84 0.17
```

total charge = +2
<S²> = 0.76
frontier orbital gap (spin up / spin down) = 10.39 / 7.69 eV
spin multiplicity = 2

Per-atom Löwdin charges, elementary charge units: H 0.127; C -0.006; H 0.108; H 0.126; Yb 1.800; H 0.182; H 0.181; C -0.127; O -0.068; H -0.068; C -0.079; O -0.357; H 0.182

Record 3
# C3H7O3

A 2-piece molecular cluster, C3H7O3 overall in a non-equilibrium geometry (the ωB97M-V functional and the def2-TZVPD basis, OMol25).

```
13
Properties=species:S:1:pos:R:3
O 0.37 -0.49 -0.58
C 0.84 2.48 0.45
H -0.26 2.35 0.33
H 0.88 3.39 1.13
H 1.23 0.60 0.59
C -1.33 -2.20 -0.69
H -1.19 -2.19 -1.78
O 0.27 -1.99 1.10
H 1.13 2.81 -0.57
C -0.05 -1.51 -0.01
O 1.66 1.45 0.86
H -1.41 -3.23 -0.36
H -2.14 -1.48 -0.47
```

total charge = -1
frontier orbital gap = 8.53 eV
spin multiplicity = 1

Per-atom Löwdin charges, elementary charge units: O -0.091; C -0.262; H 0.073; H 0.069; H 0.041; C -0.053; H 0.043; O -0.080; H 0.067; C -0.762; O -0.142; H 0.044; H 0.053

Record 4
# C3H7O3

C3H7O3 as an isolated structure in a non-equilibrium geometry (the ωB97M-V functional and the def2-TZVPD basis, OMol25).

```
13
Properties=species:S:1:pos:R:3
O 0.93 -0.84 -0.81
C -0.96 0.49 -1.30
H 1.25 -0.25 0.31
H -0.70 1.26 -0.68
O 0.77 -0.11 -2.86
C 0.24 -0.22 2.07
H -0.29 0.70 2.54
C 0.24 -0.34 -1.75
O 1.35 0.24 1.37
H -1.52 -0.31 -0.70
H 0.55 -1.00 2.74
H -0.38 -0.59 1.26
H -1.47 0.96 -2.20
```

total charge = -1
frontier orbital gap = 8.87 eV
spin multiplicity = 1

Per-atom Löwdin charges, elementary charge units: O -0.071; C -0.037; H 0.044; H 0.030; O -0.060; C -0.270; H 0.087; C -0.699; O -0.277; H 0.089; H 0.043; H 0.035; H 0.085

Record 5
# C3H7O3

A 2-piece molecular cluster, C3H7O3 overall in a non-equilibrium geometry (the ωB97M-V functional and the def2-TZVPD basis, OMol25).

```
13
Properties=species:S:1:pos:R:3
O -1.70 0.94 1.78
O 1.02 -0.37 -1.64
H 2.63 -1.52 -1.41
C -1.09 0.40 0.86
H 0.48 0.35 -1.17
O -0.53 0.98 -0.15
C 2.43 -0.47 -1.53
C -0.71 -1.11 1.05
H -0.13 -1.15 1.97
H 2.73 0.00 -0.60
H 2.88 -0.15 -2.47
H -1.60 -1.74 1.18
H -0.07 -1.45 0.24
```

total charge = -1
frontier orbital gap = 8.44 eV
spin multiplicity = 1

Per-atom Löwdin charges, elementary charge units: O -0.059; O -0.206; H 0.051; C -0.730; H 0.017; O -0.121; C -0.187; C -0.034; H 0.054; H 0.071; H 0.057; H 0.053; H 0.034

Record 6
# C3H7O3

A 2-piece molecular cluster, C3H7O3 overall in a non-equilibrium geometry (the ωB97M-V functional and the def2-TZVPD basis, OMol25).

```
13
Properties=species:S:1:pos:R:3
C -0.08 0.76 1.01
O 0.30 0.75 -0.22
H -0.64 2.89 0.61
H 0.05 -1.17 -2.95
H -1.14 -1.58 -1.78
C -0.91 2.15 1.31
H 0.05 -2.88 -2.42
H 1.03 -0.63 -0.79
H -0.59 2.40 2.28
C -0.11 -1.84 -2.22
O -0.06 -0.09 1.87
H -1.93 2.13 1.08
O 0.97 -1.60 -1.22
```

total charge = -1
frontier orbital gap = 8.43 eV
spin multiplicity = 1

Per-atom Löwdin charges, elementary charge units: C -0.708; O -0.133; H 0.021; H 0.012; H 0.091; C -0.034; H 0.048; H 0.063; H 0.026; C -0.151; O -0.011; H 0.024; O -0.248

Record 7
# C3H7O3

A 2-piece molecular cluster, C3H7O3 overall in a non-equilibrium geometry (the ωB97M-V functional and the def2-TZVPD basis, OMol25).

```
13
Properties=species:S:1:pos:R:3
H -0.76 -0.16 1.24
C -1.20 -1.36 -0.49
H 2.44 0.96 -1.17
H -2.19 0.37 0.42
H 2.38 2.06 0.24
C 2.04 1.09 -0.15
H 0.24 0.47 -0.78
O -1.54 -2.56 -0.49
O -0.50 -0.76 -1.35
O 0.62 1.13 -0.15
C -1.63 -0.52 0.71
H -2.30 -1.05 1.39
H 2.38 0.35 0.57
```

total charge = -1
frontier orbital gap = 8.34 eV
spin multiplicity = 1

Per-atom Löwdin charges, elementary charge units: H 0.049; C -0.744; H 0.072; H 0.066; H 0.058; C -0.190; H -0.011; O -0.078; O -0.095; O -0.190; C -0.052; H 0.054; H 0.061

Record 8
# C3H7O3

A 2-piece molecular cluster, C3H7O3 overall in a non-equilibrium geometry (the ωB97M-V functional and the def2-TZVPD basis, OMol25).

```
13
Properties=species:S:1:pos:R:3
H -1.81 0.12 -0.85
O 0.69 -0.81 -0.26
C 1.71 -0.23 0.25
H 0.67 1.52 -0.45
H -1.97 -1.60 -1.08
O -1.65 -0.99 0.79
C 1.52 1.28 0.23
H 2.39 1.75 -0.32
C -2.18 -0.84 -0.43
O 2.91 -0.60 0.41
H 1.60 1.76 1.20
H -3.27 -0.56 -0.09
H -0.60 -0.80 0.60
```

total charge = 0
<S²> = 0.76
frontier orbital gap (spin up / spin down) = 9.51 / 4.94 eV
spin multiplicity = 2

Per-atom Löwdin charges, elementary charge units: H 0.070; O 0.012; C -0.512; H 0.117; H 0.041; O -0.190; C 0.035; H 0.105; C -0.256; O 0.286; H 0.090; H 0.125; H 0.076

Record 9
# C3H7O3S

A 2-piece molecular cluster, C3H7O3S overall in a non-equilibrium geometry (the ωB97M-V functional and the def2-TZVPD basis, OMol25).

```
14
Properties=species:S:1:pos:R:3
H 1.39 -0.77 -1.97
H 1.32 -1.89 -0.70
H -1.09 1.90 1.44
C -0.93 1.68 0.31
H 1.04 -0.13 1.26
C 0.96 -0.83 -0.92
O -1.37 -1.10 0.99
O 2.39 0.86 0.12
H -0.10 1.69 -0.31
H -1.06 -0.96 1.92
S -2.03 0.43 0.00
C 1.50 0.03 0.19
O -1.80 -0.18 -1.32
H -0.24 -0.74 -1.01
```

total charge = -1
frontier orbital gap = 7.29 eV
spin multiplicity = 1

Per-atom Löwdin charges, elementary charge units: H 0.078; H 0.084; H 0.022; C -0.394; H 0.120; C -0.110; O -0.482; O -0.033; H -0.063; H -0.013; S 0.734; C -0.394; O -0.591; H 0.041

Record 10
# C3H7O3Si

A 2-piece molecular cluster, C3H7O3Si overall in a non-equilibrium geometry (the ωB97M-V functional and the def2-TZVPD basis, OMol25).

```
14
Properties=species:S:1:pos:R:3
H 0.19 -1.65 -0.84
H -0.69 -0.83 -2.16
C -0.78 -1.09 -1.05
H -1.59 -1.76 -0.90
H -1.42 1.85 1.60
C 3.15 -0.60 0.16
H -2.29 0.37 1.47
O 1.02 1.27 -0.57
H -0.72 0.30 2.15
O 3.49 -0.98 -0.87
O 2.91 -0.18 1.19
C -1.30 0.75 1.31
H -1.51 1.77 -1.04
Si -0.46 0.77 -0.44
```

total charge = -1
frontier orbital gap = 7.75 eV
spin multiplicity = 1

Per-atom Löwdin charges, elementary charge units: H 0.008; H 0.001; C -0.237; H -0.030; H 0.011; C -0.494; H -0.031; O -0.482; H 0.003; O 0.180; O 0.207; C -0.283; H -0.039; Si 0.186

Record 11
# C3H7O3Tl

C3H7O3Tl as an isolated structure in a non-equilibrium geometry (the ωB97M-V functional and the def2-TZVPD basis, OMol25).

```
14
Properties=species:S:1:pos:R:3
O 1.94 -0.91 0.27
Tl 2.13 1.00 0.27
O -0.27 -0.87 0.67
H 0.77 -2.51 -0.13
H -1.33 2.08 -0.62
C -1.18 0.21 0.32
C 0.91 -1.44 -0.35
C -0.51 1.35 -0.44
H -0.21 1.00 -1.45
O 0.53 1.92 0.27
H -1.97 -0.25 -0.29
H 0.34 -0.92 1.54
H 0.46 -1.22 -1.32
H -1.60 0.55 1.27
```

total charge = +2
frontier orbital gap = 7.30 eV
spin multiplicity = 1

Per-atom Löwdin charges, elementary charge units: O -0.212; Tl 1.696; O -0.057; H 0.181; H 0.182; C -0.073; C -0.104; C -0.249; H 0.141; O -0.267; H 0.170; H 0.256; H 0.168; H 0.168

Record 12
# C3H7O5PS

A 2-piece molecular cluster, C3H7O5PS overall in a non-equilibrium geometry (the ωB97M-V functional and the def2-TZVPD basis, OMol25).

```
17
Properties=species:S:1:pos:R:3
H 1.78 -2.01 0.53
O -3.32 2.02 -0.18
H 3.45 -0.07 0.24
O -4.44 -0.02 1.21
H 2.38 0.26 1.62
C 1.32 -1.06 0.30
S 1.14 1.50 -0.01
O -4.35 -0.08 -1.33
H -1.69 1.22 -1.12
C 2.33 0.09 0.59
H 0.33 -0.95 0.84
O 1.29 1.37 -1.49
H -1.48 1.22 0.63
H 1.19 -1.15 -0.83
C -2.19 1.19 -0.16
O 1.60 2.83 0.54
P -3.76 0.36 -0.06
```

total charge = -2
frontier orbital gap = 6.56 eV
spin multiplicity = 1

Per-atom Löwdin charges, elementary charge units: H 0.021; O -0.287; H 0.096; O -0.411; H 0.002; C -0.241; S 0.610; O -0.404; H 0.061; C -0.391; H 0.072; O -0.578; H 0.013; H 0.072; C -0.329; O -0.597; P 0.291

Record 13
# C3H7O7P3

C3H7O7P3 as an isolated structure in a non-equilibrium geometry (the ωB97M-V functional and the def2-TZVPD basis, OMol25).

```
20
Properties=species:S:1:pos:R:3
H 2.80 1.84 0.83
O -1.74 2.47 -0.80
P -1.91 0.39 0.72
H 2.24 -0.89 -1.53
H 2.58 -0.07 0.90
H 0.66 -2.47 0.80
H 1.90 1.20 2.19
O -1.91 0.61 -1.97
H -1.61 2.80 -1.65
H -1.27 -2.26 -1.43
C 2.19 1.04 1.16
C 0.64 -0.99 -0.45
O 1.16 -1.65 0.65
P 0.64 0.95 0.03
O -1.26 -2.84 0.45
O -0.48 0.76 1.26
O 1.38 -1.24 -1.55
C -1.83 1.17 -0.90
O -2.99 0.77 1.64
P -1.17 -1.60 -0.35
```

total charge = 0
frontier orbital gap = 8.67 eV
spin multiplicity = 1

Per-atom Löwdin charges, elementary charge units: H 0.001; O 0.094; P 0.583; H 0.085; H 0.084; H 0.070; H 0.034; O 0.057; H 0.098; H 0.011; C -0.198; C -0.792; O -0.084; P 1.021; O -0.423; O -0.460; O 0.008; C -0.737; O -0.254; P 0.801

Record 14
# C3H7OPS2

A 2-piece molecular cluster, C3H7OPS2 overall in a non-equilibrium geometry (the ωB97M-V functional and the def2-TZVPD basis, OMol25).

```
14
Properties=species:S:1:pos:R:3
P 1.98 0.02 -0.44
C 0.20 -0.19 -0.72
H 0.62 -0.76 2.64
H 0.47 -2.22 -0.72
H -1.22 -1.54 -1.18
H 0.14 0.52 2.20
C -0.60 0.97 -0.97
H -0.46 1.67 -0.12
O 0.91 0.19 2.58
C -0.14 -1.41 -0.95
H -1.65 0.57 -1.20
S 2.60 1.86 -0.64
H -0.49 1.42 -1.97
S 3.15 -1.52 -0.18
```

total charge = 0
frontier orbital gap = 7.95 eV
spin multiplicity = 1

Per-atom Löwdin charges, elementary charge units: P -0.014; C -0.640; H 0.075; H 0.014; H 0.096; H -0.024; C -0.159; H 0.087; O -0.052; C -0.003; H 0.107; S 0.218; H 0.094; S 0.201

Record 15
# C3H7OS

A 2-piece molecular cluster, C3H7OS overall in a non-equilibrium geometry (the ωB97M-V functional and the def2-TZVPD basis, OMol25).

```
12
Properties=species:S:1:pos:R:3
H -0.68 -2.18 2.19
C 0.19 -0.29 2.07
H 0.58 0.49 1.38
H 0.76 2.22 -1.88
C -0.34 -1.50 1.41
H 0.34 -1.98 0.70
C 0.32 1.41 -2.47
S -1.13 0.77 -1.47
H 1.08 0.65 -2.50
H -1.16 -1.25 0.73
O 0.15 -0.07 3.26
H -0.12 1.73 -3.41
```

total charge = -1
frontier orbital gap = 6.30 eV
spin multiplicity = 1

Per-atom Löwdin charges, elementary charge units: H 0.070; C -0.345; H 0.098; H -0.031; C -0.097; H 0.075; C -0.689; S -0.031; H -0.036; H 0.031; O -0.007; H -0.038

Record 16
# C3H7OS

One molecule with the formula C3H7OS in a non-equilibrium geometry (the ωB97M-V functional and the def2-TZVPD basis, OMol25).

```
12
Properties=species:S:1:pos:R:3
C -0.83 0.11 0.93
H -0.49 -0.75 1.60
C 0.24 0.69 -0.03
S -2.35 -0.53 -0.14
H 0.46 -1.34 -0.31
H -1.05 1.03 1.54
H 0.88 1.48 0.46
H 2.10 -0.55 0.34
H -1.48 -0.45 -1.13
O 1.55 -0.35 -1.85
H -0.23 1.15 -0.85
C 1.21 -0.48 -0.56
```

total charge = 0
<S²> = 0.76
frontier orbital gap (spin up / spin down) = 10.30 / 7.61 eV
spin multiplicity = 2

Per-atom Löwdin charges, elementary charge units: C -0.478; H 0.083; C -0.271; S 0.649; H 0.120; H 0.077; H 0.118; H 0.162; H -0.189; O 0.019; H 0.070; C -0.362

Record 17
# C3H7PS

C3H7PS as an isolated structure in a non-equilibrium geometry (the ωB97M-V functional and the def2-TZVPD basis, OMol25).

```
12
Properties=species:S:1:pos:R:3
H -0.46 -0.55 2.10
C -1.12 0.78 0.13
P 0.01 -1.41 1.11
C -0.01 -0.10 -0.39
H -0.72 1.26 0.98
H 1.94 -0.37 -1.17
H 1.46 1.10 -1.43
H -0.45 -0.65 -1.54
C 1.41 0.35 -0.71
S -2.63 0.87 -0.43
H -1.29 -1.87 1.06
H 1.86 0.60 0.28
```

total charge = 0
frontier orbital gap = 8.47 eV
spin multiplicity = 1

Per-atom Löwdin charges, elementary charge units: H -0.122; C -0.821; P 0.843; C -0.629; H 0.019; H 0.023; H 0.058; H 0.181; C -0.152; S 0.640; H -0.126; H 0.086

Record 18
# C3H7PS

One molecule with the formula C3H7PS in a non-equilibrium geometry (the ωB97M-V functional and the def2-TZVPD basis, OMol25).

```
12
Properties=species:S:1:pos:R:3
H 1.39 0.66 1.36
H 1.72 2.38 0.74
H 2.55 1.04 0.24
C 0.19 -1.24 0.04
S 0.77 -1.75 1.41
H -1.80 -2.00 -0.23
C -0.78 -2.03 -0.80
H -0.68 -3.14 -0.71
C 1.64 1.31 0.63
H -0.80 -1.91 -1.91
H -0.70 1.47 0.23
P 0.31 0.89 -0.60
```

total charge = 0
frontier orbital gap = 8.05 eV
spin multiplicity = 1

Per-atom Löwdin charges, elementary charge units: H -0.097; H 0.034; H -0.009; C -0.940; S 0.710; H 0.112; C -0.245; H 0.061; C -0.409; H 0.068; H -0.098; P 0.814

Record 19
# C3H7PS3

One molecule with the formula C3H7PS3 in a non-equilibrium geometry (the ωB97M-V functional and the def2-TZVPD basis, OMol25).

```
14
Properties=species:S:1:pos:R:3
S 1.68 -0.10 -0.31
S 0.21 3.06 -0.21
H -1.19 -1.79 -1.92
H -0.69 0.33 2.54
H -0.68 -2.13 -0.37
H 0.77 -0.48 -2.33
P 0.01 1.17 0.31
H -0.64 2.07 2.29
H 0.69 1.11 2.91
C -0.67 -1.36 -1.09
S -1.59 0.17 -0.64
C 0.83 -1.14 -1.52
H 1.38 -2.06 -1.83
C -0.11 1.13 2.16
```

total charge = 0
frontier orbital gap = 8.91 eV
spin multiplicity = 1

Per-atom Löwdin charges, elementary charge units: S 0.578; S 0.120; H 0.057; H 0.014; H 0.046; H 0.028; P -0.158; H 0.013; H 0.063; C -0.576; S 0.614; C -0.586; H 0.098; C -0.312

no.,DFT total energy (eV)
1,-16604.60724
2,-38828.78813
3,-9368.25712
4,-9367.33467
5,-9368.16979
6,-9367.39079
7,-9368.40866
8,-9362.87795
9,-20199.98626
10,-17247.04963
11,-14034.74689
12,-33586.27535
13,-45422.20983
14,-36230.64458
15,-16107.44619
16,-16103.61905
17,-23345.85337
18,-23346.05071
19,-45019.73129